Here is one molecule with the formula CH5NOS2 in a non-equilibrium geometry from OMol25. Energies are from ωB97M-V/def2-TZVPD.

```
10
Properties=species:S:1:pos:R:3:forces:R:3:mulliken_charge:R:1
C 0.5532 1.4939 -0.4633 -1.7407 -0.2016 -1.6312 -0.9497
N -0.3146 -2.2006 -0.0093 3.2868 -0.2323 -0.4803 -0.5503
O -1.5592 1.5234 1.0267 -0.4145 0.7563 0.8844 -0.5572
S -0.0686 -1.0418 1.2472 -0.2206 0.2713 -0.3615 -0.0300
S -0.9090 0.5988 0.1116 -0.0702 -0.7183 -1.2857 0.4740
H 1.0961 0.9318 -1.1711 1.5115 -1.4296 0.2493 0.3588
H 0.9228 1.9729 0.3656 1.8306 0.6007 1.9145 0.3536
H 0.3346 2.2863 -1.1681 -1.3465 0.5347 0.1305 0.3423
H 0.6857 -2.5189 -0.2547 -2.1153 0.6430 0.0937 0.2867
H -0.7411 -3.0460 0.3154 -0.7211 -0.2242 0.4863 0.2717
```
Forces are in eV/Å.

Values from the calculation:
LUMO energy in eV: 0.28
DFT total energy in Ha: -967.40423
Kohn-Sham gap in eV: 9.11
Net charge: 0
ΔE to the lowest compared entry with this formula, charge and spin in kJ/mol: 192.1